8
Properties=species:S:1:pos:R:3:forces:R:3:mulliken_charge:R:1 method="wB97M-V/def2-TZVPD" homo_ev=-9.86 smiles=C#CC#N.S multiplicity=1 e_above_lowest_kj_mol=186.39 orbital_gap_ev=10.30
C 1.8092 -1.3556 -0.3596 -0.80 3.59 1.56 0.033
C 1.5869 -0.2552 0.0932 0.20 -1.19 -0.38 -0.027
C 1.4174 1.0634 0.4826 0.83 0.54 -0.60 -0.128
N 1.5042 2.2116 0.5767 -0.45 -0.48 0.39 -0.356
H 1.7520 -2.2893 -0.7369 0.24 -2.46 -0.96 0.480
S -2.0711 0.3299 -0.1057 0.73 -0.08 2.23 -0.277
H -3.0628 0.2271 -0.8910 -1.60 -0.13 -1.64 0.126
H -2.9358 0.0681 0.9408 0.84 0.21 -0.59 0.149

=====

9
Properties=species:S:1:pos:R:3:forces:R:3:mulliken_charge:R:1 method="wB97M-V/def2-TZVPD" homo_ev=-8.77 smiles="S=C1CC=NS1" multiplicity=1 e_above_lowest_kj_mol=45.13 orbital_gap_ev=8.15
S -0.4225 0.3769 2.1392 0.10 -0.42 -1.90 -0.214
C -0.0182 0.0451 0.5585 0.31 1.20 0.83 0.049
C 1.3774 -0.4296 0.1172 -0.17 2.30 -1.44 -0.397
C 1.2420 -0.6231 -1.4063 0.00 -0.42 1.67 0.016
N 0.1300 -0.3644 -1.9661 1.49 -0.09 -0.81 -0.485
S -0.9821 0.2806 -0.9459 -0.42 -0.09 2.14 0.081
H 1.5709 -1.2936 0.7056 0.59 -0.94 0.15 0.307
H 2.2650 0.3375 0.2638 -1.98 -1.28 0.12 0.261
H 2.1186 -0.9683 -1.9158 0.09 -0.26 -0.76 0.382

=====

9
Properties=species:S:1:pos:R:3:forces:R:3:mulliken_charge:R:1 method="wB97M-V/def2-TZVPD" homo_ev=-8.49 smiles="S=C=CN1CS1" multiplicity=1 e_above_lowest_kj_mol=327.10 orbital_gap_ev=7.15
S 2.6631 0.0858 -0.0294 0.33 0.66 -0.19 -0.220
C 1.4120 0.8799 -0.4784 -0.42 -1.92 0.51 0.240
C 0.1210 0.9964 -0.7716 0.25 1.87 -0.63 -0.019
N -0.8564 0.1200 -0.3735 -1.82 -1.55 0.02 -0.282
C -0.7386 -0.7483 0.7285 -1.45 1.01 1.78 -0.303
S -0.8992 -1.9803 -0.5459 0.66 1.47 -0.50 -0.141
H -0.2694 1.9339 -1.2139 0.30 -0.83 -0.05 0.298
H 0.2151 -0.5793 1.2028 0.30 -0.72 0.63 0.209
H -1.6478 -0.7080 1.4815 1.85 0.01 -1.57 0.218

=====

9
Properties=species:S:1:pos:R:3:forces:R:3:mulliken_charge:R:1 method="wB97M-V/def2-TZVPD" homo_ev="-9.32 / -8.98" multiplicity=1 e_above_lowest_kj_mol=338.26 orbital_gap_ev="7.66 / 6.92"
C -3.2008 -0.7839 -0.4499 1.30 -0.22 1.27 0.431
C -2.0318 -0.7932 0.3180 1.16 -1.29 -0.58 -0.007
C -0.9106 0.0289 0.7581 -1.33 0.86 1.01 -0.396
N -4.2884 -0.7656 -0.8241 -0.72 0.04 -0.70 -0.382
S 1.7689 -2.2357 -0.4492 -0.22 0.22 -0.03 -0.297
S -0.6204 -1.7217 0.7892 -1.35 -0.72 -0.70 0.018
H -1.2145 0.3833 1.7756 1.33 0.63 -1.01 0.229
H -0.3131 0.5363 0.0051 -0.03 0.55 0.53 0.276
H 1.7259 -1.4906 -1.5744 -0.14 -0.08 0.21 0.126

=====

11
Properties=species:S:1:pos:R:3:forces:R:3:mulliken_charge:R:1 method="wB97M-V/def2-TZVPD" homo_ev=-8.87 smiles="S=C1NSC(=S)[C@@H]1S" multiplicity=1 e_above_lowest_kj_mol=131.35 orbital_gap_ev=7.78
S -2.6903 0.0168 -0.6004 2.81 -0.20 1.56 -0.219
C -1.0640 -0.2466 -0.0453 0.52 -0.23 -2.41 -0.127
N -0.5886 -1.3398 0.6152 -2.54 0.33 0.73 -0.222
S 1.1123 -1.7809 0.3067 -1.56 0.08 0.99 0.061
C 1.4607 -0.2594 -0.3399 2.45 0.51 -1.21 -0.138
S 3.0934 0.1740 -0.6130 -2.64 -0.71 0.18 -0.141
C 0.2306 0.5853 -0.5909 -1.87 -2.27 1.29 0.041
S 0.5471 1.7706 0.6904 0.03 1.50 0.56 -0.148
H -1.3954 -1.7945 1.1991 2.63 0.22 -1.46 0.313
H 0.0217 0.8340 -1.6207 0.36 0.68 -0.14 0.422
H -0.7275 2.0405 0.9989 -0.19 0.10 -0.10 0.159

=====

10
Properties=species:S:1:pos:R:3:forces:R:3:mulliken_spin:R:1 method="wB97M-V/def2-TZVPD" homo_ev="-14.46 / -14.25" multiplicity=2 e_above_lowest_kj_mol=50.60 orbital_gap_ev="9.99 / 6.91" total_charge=+1
C -0.9426 -0.7722 0.5921 1.07 -4.13 -1.91 0.295
C -1.1590 -2.0014 -0.0068 1.93 1.81 1.18 0.100
O -1.8047 0.1826 0.4695 -1.65 1.90 1.39 0.143
H -0.3899 -2.7680 0.0703 -0.36 0.06 0.13 -0.002
H -1.9512 -2.1031 -0.7516 0.06 0.07 0.45 0.012
H -2.5664 -0.0235 1.0623 0.27 0.46 -0.64 -0.008
O 0.8178 0.9693 0.6264 -1.02 -0.82 0.04 0.084
C 0.6830 -0.1736 1.0935 0.88 1.60 -0.74 -0.019
O 1.3759 -0.9234 1.7281 -1.46 -0.60 -0.23 0.396
Na -0.4161 2.5092 -0.6066 0.27 -0.35 0.33 -0.002

=====

8
Properties=species:S:1:pos:R:3:forces:R:3:mulliken_spin:R:1 method="wB97M-V/def2-TZVPD" homo_ev="-20.42 / -22.33" multiplicity=4 e_above_lowest_kj_mol=0.00 orbital_gap_ev="8.55 / 8.27" total_charge=+2
H -2.4359 0.3356 -0.8914 0.10 -0.04 0.17 0.018
O -0.5620 0.9887 0.0192 0.04 -0.17 -0.06 0.271
C -1.8520 0.0764 0.0004 0.33 0.66 -0.43 0.011
C -0.8724 -1.0217 -0.1079 1.04 -0.60 0.48 0.452
C 0.1988 -0.0632 -0.1100 -0.99 -0.17 0.66 0.338
H -2.4166 0.1744 0.9346 0.21 0.08 -0.09 0.016
H -0.9034 -2.0902 0.0907 -0.15 0.08 -0.38 0.011
Ni 2.1825 -0.0460 0.2394 -0.60 0.14 -0.34 1.883

=====

8
Properties=species:S:1:pos:R:3:forces:R:3:mulliken_charge:R:1 method="wB97M-V/def2-TZVPD" homo_ev=-4.06 multiplicity=1 e_above_lowest_kj_mol=0.00 orbital_gap_ev=7.98 total_charge=-1
C 2.3535 0.8173 -0.6609 1.13 0.65 -0.54 -0.241
C 1.3375 0.2531 -0.4094 -1.21 -0.18 -0.03 -0.399
C -2.0814 -0.4060 0.8885 1.58 1.01 -0.36 0.119
O -3.1889 -0.7366 1.3159 0.02 -0.19 -0.28 -0.598
O -1.5366 -0.4120 -0.2574 -0.97 -0.66 -0.20 -0.717
H 3.1735 1.3730 -1.0425 0.23 -0.09 0.24 0.352
H -1.3123 0.0760 1.5698 -0.54 -0.20 0.84 0.158
H 0.3037 -0.0771 -0.3216 -0.24 -0.35 0.33 0.326

=====

8
Properties=species:S:1:pos:R:3:forces:R:3:mulliken_charge:R:1 method="wB97M-V/def2-TZVPD" homo_ev=-15.73 multiplicity=1 e_above_lowest_kj_mol=186.13 orbital_gap_ev=9.54 total_charge=+1
C -0.1747 0.0274 0.8732 1.67 2.61 2.06 -1.218
C -1.2567 -0.3382 0.2281 -3.35 -1.88 -2.30 0.999
C 1.1238 0.1743 -1.0334 -1.09 2.57 0.42 0.397
O -2.1280 -0.7087 -0.4315 1.59 0.94 1.28 -0.192
O 1.3471 -0.7684 -1.6168 0.00 0.56 0.68 -0.083
H 0.3567 -0.7642 1.3927 -0.02 -0.09 -0.01 0.365
H -0.3207 1.0172 1.5194 0.50 -2.03 -1.62 0.356
H 1.0526 1.3605 -0.9318 0.71 -2.67 -0.50 0.376

=====

10
Properties=species:S:1:pos:R:3:forces:R:3:mulliken_charge:R:1 method="wB97M-V/def2-TZVPD" homo_ev=0.91 smiles="O=P([O-])([O-])C1=CC1" multiplicity=1 e_above_lowest_kj_mol=30.84 orbital_gap_ev=5.97 total_charge=-2
O 2.0023 0.9029 -1.3270 -0.41 -0.70 0.91 -0.819
P 1.7865 0.0601 -0.0440 0.43 0.03 -1.31 0.763
O 2.0481 0.7999 1.2397 0.42 0.17 0.84 -0.808
O 2.3105 -1.3870 -0.1557 -0.73 0.93 0.25 -0.824
C -0.1281 -0.0372 0.0355 0.61 -2.08 -2.49 -0.017
C -1.1750 -0.5610 -0.6220 1.45 -0.98 1.08 -0.449
C -1.4179 0.4124 0.5278 -3.00 -1.16 -0.27 -0.436
H -1.5192 -1.5003 -1.1634 0.51 1.75 0.70 0.265
H -1.8610 1.2837 0.1343 -0.42 1.75 0.09 0.168
H -2.0462 0.0267 1.3748 1.13 0.30 0.18 0.157

=====

10
Properties=species:S:1:pos:R:3:forces:R:3:mulliken_charge:R:1 method="wB97M-V/def2-TZVPD" homo_ev=-4.49 smiles="COC(=S)C(=O)[O-]" multiplicity=1 e_above_lowest_kj_mol=101.98 orbital_gap_ev=7.94 total_charge=-1
C 1.6870 -0.0598 0.1363 -2.01 1.43 -3.09 -0.631
O 0.3994 -0.5421 0.3582 -3.14 0.13 0.89 -0.326
C -0.7642 0.4003 0.1251 3.60 -2.99 1.37 0.482
S -0.4019 1.9048 -0.2256 -0.39 1.99 -0.14 -0.459
C -1.9893 -0.4633 0.0260 -0.57 -0.23 0.14 0.483
O -2.6526 -1.0576 0.8682 0.41 0.39 0.69 -0.711
O -2.0809 -0.4449 -1.2053 -0.51 -0.42 -1.83 -0.600
H 1.6729 0.0091 -0.9872 1.03 0.19 0.60 0.279
H 2.4534 -0.7161 0.4403 0.56 -0.76 0.86 0.220
H 1.6762 0.9695 0.4640 1.01 0.28 0.50 0.264

=====

11
Properties=species:S:1:pos:R:3:forces:R:3:mulliken_charge:R:1 method="wB97M-V/def2-TZVPD" homo_ev=-7.09 multiplicity=1 e_above_lowest_kj_mol=89.82 orbital_gap_ev=6.40
C -0.6208 -0.2125 0.8621 -0.79 1.66 -0.09 -0.394
C -0.2890 1.1168 0.8389 0.37 -1.83 0.53 0.213
O -0.4579 1.9286 -0.1679 0.06 0.54 -0.42 -0.714
H -1.3073 -0.6161 0.1117 0.31 0.01 -0.03 0.240
H 0.2546 1.5053 1.7244 -0.34 0.02 -0.29 0.261
C 1.3141 -1.1744 -1.9343 -2.17 0.20 4.11 0.715
O 0.8150 -0.3340 -2.5859 1.76 -1.28 -1.31 -0.388
Tl -0.7552 1.5736 -2.3183 -0.72 0.84 -0.02 0.580
O -0.6517 -0.9564 2.0307 0.52 -0.37 0.29 -0.511
H 0.2356 -1.0084 2.4004 -0.08 -0.04 -0.04 0.290
O 1.4626 -1.8226 -0.9618 1.09 0.24 -2.74 -0.293

=====

> What is the multiplicity in the second record?

1

=====

> Which value of multiplicity does entry 5 give?

1

=====

> Among the records above, which one has the highest multiplicity?

C3H3NiO

=====

> What is the multiplicity in the fifth record?

1